Entry 1:
81
Properties=species:S:1:pos:R:3:mulliken_spin:R:1 method="wB97M-V/def2-TZVPD" gap_ev="6.8 / 6.9" total_charge=-1 multiplicity=2 de_lowest_kcal_mol=0.00 energy_ha=-4794.17445 s2=0.759
H 2.4351 -5.2647 0.0605 0.000
C -3.8938 2.5803 3.5999 0.000
H -4.5945 2.9512 1.5913 0.000
H 1.9450 -4.4694 4.1849 0.000
O -2.7170 3.8036 1.8788 0.001
H -2.1299 6.5014 -2.4127 0.000
H 0.3180 -2.6927 -2.4476 0.001
C 1.9923 1.5391 5.0531 -0.001
Co -0.2626 1.2132 0.2909 0.997
H 0.1223 0.5644 4.6352 0.000
H 0.1978 -2.4502 2.4932 -0.002
S -2.6357 1.1659 0.4792 -0.013
H -1.6681 -5.7319 -2.4492 0.000
H -3.2273 -5.0428 -2.9267 0.000
H 4.4345 -2.4765 2.5883 0.000
H -2.8578 4.9911 -3.0069 0.000
Te 0.4678 -1.5898 -0.0092 0.005
H -3.6590 -4.0826 -0.0150 0.000
O -2.9235 3.7654 -0.6443 -0.001
Si 2.3180 -3.5725 1.8875 0.001
C -2.7247 -1.8567 -2.2193 0.001
C -2.2211 5.4268 -2.2353 0.000
H -2.5685 -1.0394 -1.5106 0.001
H -3.4150 1.6380 3.3330 0.000
H -0.8295 0.8368 -3.9459 0.001
H -3.8023 -2.0005 -2.3438 0.000
N 1.6862 1.3867 -0.0155 -0.045
H 1.7176 -5.7380 2.9718 0.000
S -0.2228 3.6805 0.5658 0.057
C 2.5504 1.6975 0.8523 -0.012
C 0.1261 1.0549 -4.4059 0.002
C 2.4704 1.4823 -4.1476 0.000
H -2.1662 5.6255 -0.0968 -0.001
C 3.1481 2.1131 4.5159 0.001
H 2.9544 -3.6666 -0.5024 0.000
H 4.0486 -4.6639 0.4721 0.000
H 1.5786 1.6216 -7.4154 0.000
C 2.3229 1.6359 2.2825 0.011
H 3.5678 1.8249 -5.9552 0.000
C 3.4093 -2.1464 2.3944 0.000
H -0.6205 1.0806 -6.4160 0.000
C 0.5589 -3.0096 1.6258 0.009
C 1.0423 1.1479 -2.1026 -0.009
H -4.8809 2.3738 4.0217 0.000
H 3.5163 2.0400 0.4821 -0.003
H 3.3525 -5.2423 3.4395 0.000
C 1.2294 1.2153 -3.5791 -0.003
H 0.5336 -3.9919 -1.2681 0.000
H 3.3240 1.5900 -3.4917 0.000
H -4.5132 4.3980 2.6101 0.000
C -0.0445 -3.0917 -1.4947 0.014
C 1.1594 1.0291 2.8230 -0.004
H -3.2780 3.0795 4.3498 0.000
H -0.1237 -3.8395 1.4330 -0.001
H -2.4123 -3.1119 0.7878 0.000
H -2.1121 -4.8219 0.4273 0.000
C 1.4843 1.4875 -6.3445 0.000
P -2.1021 3.0742 0.5670 -0.005
H -1.7537 -4.5900 -3.7971 0.000
C 2.3368 -4.8788 3.2484 0.001
H 3.0322 -1.6536 3.2969 0.000
N 2.0608 1.4352 -1.3470 0.001
H -1.2330 4.9697 -2.3024 0.000
C -4.0192 3.4557 2.3699 -0.001
Si -1.8777 -3.3994 -1.6067 0.000
H 3.4369 -1.3923 1.6012 0.000
H 3.9093 2.5258 5.1657 0.000
O 0.2722 0.4588 2.0687 -0.007
C -2.5809 -3.9062 0.0542 0.000
H 1.8546 1.5091 6.1282 0.000
H -2.3075 -1.5363 -3.1790 0.000
C 3.2939 2.1515 3.1446 0.000
C 0.2509 1.1930 -5.7827 0.000
C 3.0034 -4.3694 0.3340 -0.001
H -3.8044 5.6034 -0.7712 0.001
H 4.1773 2.6063 2.7041 0.000
C -2.8024 5.1793 -0.8610 0.002
O -0.1127 0.8144 -1.6631 -0.002
C 1.0220 1.0104 4.2289 0.001
C 2.5971 1.6141 -5.5223 0.000
C -2.1608 -4.8229 -2.8084 0.000



Entry 2:
90
Properties=species:S:1:pos:R:3:mulliken_charge:R:1 method="wB97M-V/def2-TZVPD" gap_ev=9.2 total_charge=0 de_lowest_kcal_mol=29.54 energy_ha=-3419.50891
H 4.1333 -3.4128 -0.3255 0.468
C -1.2317 0.4172 -4.8155 -1.222
C 3.5993 -5.3988 0.3695 -0.476
C 2.1703 -4.5658 2.1425 -0.244
H 1.7603 -4.5618 3.3285 0.287
C 0.1553 6.1302 0.2305 -0.656
C 0.5323 -0.3938 5.2245 0.124
C -0.9057 -5.0198 -1.5675 -1.465
O 2.2373 -2.3608 0.6985 -0.568
H 0.4033 0.4792 0.2515 -0.229
H 2.9543 -5.5758 -0.4845 0.305
H 4.4763 -6.1018 0.0965 0.311
C -2.5317 2.2472 1.1435 1.884
F 0.9063 2.0022 1.8715 -0.810
H -0.5377 -5.9678 -1.9525 0.482
O 0.2383 -3.6258 -3.1375 -0.405
H -2.1447 2.0202 -2.2015 -0.321
H -2.9897 1.0912 2.9185 0.363
H -1.3417 1.1162 2.7535 0.550
C -1.5107 -2.6348 -2.0355 -0.362
C 0.7913 4.7082 0.2065 0.045
H 0.3283 0.5362 5.1615 0.684
H -0.0047 3.8722 0.1235 -0.490
H 1.2193 -4.8088 1.5745 0.103
C 0.5803 -2.4018 -2.9285 0.275
C 1.2843 -0.7078 6.4805 -1.782
H -1.2927 0.6632 -5.8125 0.502
N 1.3433 0.2362 -0.1745 0.597
H -1.9147 3.4982 -3.3265 0.580
S 1.7393 4.6402 -1.2485 0.984
H -1.9037 -5.7338 -1.3165 0.311
H -1.5087 -4.2128 -3.4655 0.434
C 4.1583 -3.9538 0.5065 -0.815
H 0.9733 5.8522 -3.0265 0.870
C 0.6213 5.6262 -2.1535 -0.813
O 0.0333 2.6262 -4.7775 -0.767
C -2.8817 0.2242 0.1655 0.604
C -2.1787 1.0812 2.2015 -1.057
S 3.0553 -3.1938 1.5605 1.135
C -3.1587 1.8182 -4.1125 -0.689
H 1.4133 4.3642 1.0705 0.626
O 2.9803 5.3362 -1.0465 -0.755
C 3.0723 -5.8018 1.7795 -1.239
O 0.2553 1.1062 -2.8485 -0.438
C -3.5917 3.1492 1.7935 -1.660
H 3.7553 -6.0158 2.3585 0.656
H -0.7577 7.1552 -1.6385 0.366
H 1.5463 -1.6918 6.6305 0.446
C -0.9697 -3.9778 -2.6205 0.428
H 0.6793 6.5082 1.0575 0.432
H 0.8573 7.7392 -1.3345 0.218
H -1.4827 2.5732 0.8955 -0.809
O -3.1807 -0.5588 -0.7005 -0.575
O -1.4727 -2.8628 3.6545 -0.642
O 1.6293 -1.9968 -3.3205 -0.623
H 2.6393 -6.7688 1.7545 0.453
O 3.8023 -2.6218 2.6315 -0.772
H 2.3603 -0.3628 6.3825 0.368
H 0.6953 -0.0588 7.1285 0.403
H -4.2607 1.8862 -3.7115 0.264
C -2.7267 0.3372 -4.3925 -0.246
H -2.3267 -2.2428 -2.6105 0.272
O 0.4143 -1.7618 3.2685 0.288
H -3.0507 2.5082 -5.1145 0.290
H 1.9573 -0.0928 0.5325 0.306
H 1.7253 0.8942 -0.5675 0.328
H -3.1847 -0.2848 -5.0105 0.641
C -0.6407 -2.0108 3.9765 0.512
H -2.6347 -0.2728 -3.4775 -0.303
C 0.1703 6.7772 -1.1725 -0.435
H -1.0317 6.0672 0.5385 0.083
O -0.6827 -1.1958 5.0935 -0.415
O -2.9667 1.5222 -0.0065 -0.410
H -1.6367 -2.5358 -0.9035 0.211
S -0.5617 1.7472 -3.8395 1.190
C 1.3313 -0.9398 3.9325 -0.669
H -0.7737 -0.4928 -4.7925 0.473
H -3.0127 3.6452 2.5615 0.423
H -4.4877 2.7332 2.0565 0.453
H -0.5797 -4.7328 -0.6035 0.213
O 1.7603 3.2892 -1.7395 -0.516
H 5.2243 -3.7488 0.9755 0.273
O -0.3427 -1.7428 -2.2895 0.358
C -2.0287 2.4292 -3.2665 -0.038
H 2.1463 -1.5238 4.3165 0.416
H 1.4573 -0.0778 3.3045 0.350
H 0.0063 4.9922 -2.5825 -0.039
H 1.2453 -0.4488 -0.8195 -0.062
H -3.9057 3.8742 1.0645 0.449
O -2.4927 -0.0688 1.5025 -0.272